Record 1
Computed, not measured: a structure of composition C64H99AsCsF6N5O18S4 at a distorted geometry, with ωB97M-V/def2-TZVPD.

Last column: Mulliken charge in e.
Element x y z (Å)
Cs: 3.15 -2.25 -2.29  1.362
As: -0.21 -0.84 -0.78  2.153
F: -1.26 -2.26 -0.45  -0.418
F: 0.28 -1.53 -2.37  -0.614
F: 0.70 0.68 -1.05  -0.542
F: -0.62 -0.26 0.85  -0.524
F: 1.30 -1.58 -0.12  -0.722
F: -1.63 -0.08 -1.51  -0.427
C: 3.70 0.50 5.24  -0.771
C: 3.86 0.19 6.63  -0.520
C: 3.44 -0.96 7.19  -0.341
C: 2.98 -1.95 6.36  0.034
C: 2.87 -1.78 4.98  -0.262
C: 3.18 -0.54 4.44  -0.145
N: 2.57 -3.21 6.97  0.892
O: 1.84 -3.95 6.29  -0.550
O: 2.85 -3.38 8.18  -0.588
H: 4.18 1.38 4.82  0.443
H: 4.48 0.85 7.22  0.380
H: 3.65 -1.17 8.23  0.493
H: 2.45 -2.62 4.45  0.402
H: 3.17 -0.42 3.37  0.550
C: -3.90 -2.34 -4.51  -0.647
C: -5.13 -3.01 -4.72  -0.585
C: -5.73 -3.68 -3.76  -0.793
C: -5.13 -3.64 -2.45  -0.249
C: -3.91 -2.94 -2.19  0.295
C: -3.29 -2.33 -3.26  -0.386
N: -5.83 -4.43 -1.42  1.003
O: -5.50 -4.16 -0.27  -0.485
O: -6.65 -5.30 -1.78  -0.596
H: -3.42 -1.80 -5.31  0.439
H: -5.56 -3.03 -5.71  0.402
H: -6.69 -4.15 -3.94  0.478
H: -3.45 -2.91 -1.22  0.772
H: -2.31 -1.88 -3.36  0.249
C: 4.86 -0.22 0.99  -0.521
C: 5.93 0.41 1.58  -0.550
C: 5.97 1.77 1.70  -0.726
C: 4.84 2.52 1.24  -0.224
C: 3.69 1.89 0.70  -0.519
C: 3.71 0.50 0.59  0.027
N: 4.85 4.01 1.45  1.029
O: 3.76 4.58 1.40  -0.555
O: 5.92 4.54 1.77  -0.625
H: 4.88 -1.30 0.91  0.409
H: 6.74 -0.21 1.94  0.523
H: 6.80 2.30 2.14  0.562
H: 2.88 2.54 0.39  0.708
H: 2.87 -0.04 0.17  0.241
C: -3.50 -2.68 3.07  -0.347
C: -4.91 -2.56 3.13  -0.864
C: -5.38 -1.69 4.05  -0.065
C: -4.59 -1.04 5.03  -0.602
C: -3.19 -1.25 5.00  0.005
C: -2.64 -1.97 3.95  -0.479
N: -5.19 -0.11 6.02  1.001
O: -6.42 0.00 6.14  -0.601
O: -4.45 0.57 6.69  -0.585
H: -3.05 -3.17 2.22  0.559
H: -5.56 -3.11 2.47  0.505
H: -6.45 -1.58 4.13  0.482
H: -2.54 -0.77 5.72  0.370
H: -1.59 -2.15 3.78  0.569
C: -4.49 1.25 0.78  -0.746
C: -5.75 1.72 0.43  -0.731
C: -6.07 3.06 0.46  -0.310
C: -5.16 4.01 0.87  0.074
C: -3.85 3.55 1.16  -0.212
C: -3.53 2.18 1.13  -0.373
N: -5.50 5.46 1.05  0.930
O: -4.61 6.29 1.14  -0.570
O: -6.71 5.82 1.03  -0.579
H: -4.24 0.20 0.88  0.642
H: -6.45 0.93 0.20  0.431
H: -6.96 3.40 -0.04  0.416
H: -3.20 4.32 1.57  0.360
H: -2.55 1.87 1.44  0.617
C: -2.75 -6.50 -0.71  -0.698
C: -2.14 -7.54 -1.66  -0.306
C: -0.81 -7.07 -2.21  0.268
C: -0.22 -7.91 -3.37  -0.909
C: -0.92 -7.96 -4.70  -0.333
C: -0.37 -9.04 -5.68  -1.241
H: -2.82 -5.48 -1.08  0.021
H: -2.23 -6.35 0.23  0.092
H: -3.74 -6.92 -0.52  0.426
H: -2.00 -8.46 -1.09  0.294
H: -2.86 -7.63 -2.47  0.275
H: 0.00 -6.96 -1.48  -0.200
H: -0.94 -6.06 -2.58  0.145
H: 0.78 -7.50 -3.48  0.324
H: -0.13 -8.96 -3.08  0.300
H: -1.98 -8.14 -4.50  0.306
H: -0.91 -7.04 -5.28  0.289
H: -0.48 -10.01 -5.20  0.337
H: -1.03 -9.02 -6.55  0.376
H: 0.65 -8.72 -5.91  0.289
C: -1.59 4.30 4.06  -0.943
C: -0.35 4.51 4.89  -0.752
C: 0.38 3.19 5.18  -0.449
C: -0.31 2.21 6.15  -0.345
C: 0.75 1.13 6.68  0.391
C: 0.06 0.19 7.65  -1.341
H: -1.23 4.11 3.05  0.034
H: -2.27 5.11 3.81  0.527
H: -2.09 3.40 4.41  0.260
H: 0.28 5.23 4.38  0.354
H: -0.63 5.04 5.80  0.356
H: 1.30 3.46 5.70  0.381
H: 0.72 2.70 4.27  0.146
H: -0.71 2.84 6.95  0.367
H: -1.13 1.70 5.64  0.099
H: 1.14 0.65 5.79  -0.208
H: 1.59 1.59 7.21  0.362
H: -0.59 0.58 8.44  0.370
H: -0.66 -0.47 7.15  0.091
H: 0.77 -0.49 8.11  0.355
C: 1.77 4.35 -2.17  -0.125
C: 0.64 4.85 -1.32  0.135
C: 0.56 6.45 -1.25  -0.949
C: 1.74 7.16 -0.52  -0.241
C: 1.40 8.69 -0.25  -0.592
C: 1.27 9.62 -1.37  -1.201
H: 1.85 4.92 -3.10  0.562
H: 1.80 3.27 -2.32  -0.729
H: 2.60 4.60 -1.51  0.192
H: -0.32 4.48 -1.69  -0.054
H: 0.64 4.43 -0.31  0.264
H: -0.35 6.69 -0.69  0.378
H: 0.47 6.87 -2.25  0.241
H: 2.00 6.66 0.41  0.211
H: 2.67 7.16 -1.09  0.303
H: 0.47 8.73 0.30  0.318
H: 2.20 8.99 0.43  0.351
H: 2.17 9.78 -1.97  0.308
H: 0.45 9.41 -2.05  0.317
H: 1.19 10.62 -0.93  0.367
C: 0.39 0.74 -5.93  -0.290
C: 0.78 1.66 -4.73  0.336
C: 2.15 1.28 -4.14  -0.380
S: 3.11 0.43 -5.49  1.210
O: 3.78 -0.68 -4.86  -0.663
O: 3.80 1.49 -6.24  -0.726
C: 1.59 -0.15 -6.38  -0.931
H: 0.10 1.37 -6.77  0.352
H: -0.42 0.09 -5.58  -0.002
H: -0.01 1.55 -3.99  -0.617
H: 0.91 2.67 -5.14  0.492
H: 1.98 0.55 -3.35  -0.066
H: 2.81 2.03 -3.70  0.365
H: 1.36 -1.13 -5.96  0.356
H: 1.88 -0.22 -7.43  0.493
C: 8.18 0.78 -4.12  -0.696
C: 8.42 1.59 -2.85  -0.632
C: 7.40 1.23 -1.81  -0.617
S: 5.87 1.11 -2.78  1.268
O: 5.13 2.38 -2.73  -0.708
O: 5.18 -0.16 -2.51  -0.629
C: 6.69 1.08 -4.50  -0.749
H: 8.24 -0.27 -3.86  0.287
H: 8.84 0.94 -4.98  0.395
H: 8.42 2.67 -3.03  0.303
H: 9.42 1.34 -2.49  0.368
H: 7.20 1.77 -0.88  0.257
H: 7.54 0.21 -1.45  0.381
H: 6.58 2.07 -4.95  0.393
H: 6.17 0.33 -5.10  0.336
C: -3.80 1.53 -4.48  -0.203
C: -3.00 2.60 -3.76  -0.286
C: -3.96 3.28 -2.71  -0.176
S: -5.57 3.37 -3.51  1.039
O: -5.79 4.72 -4.08  -0.691
O: -6.58 2.76 -2.64  -0.594
C: -5.14 2.16 -4.90  -0.945
H: -3.82 0.58 -3.93  -0.010
H: -3.25 1.24 -5.38  0.413
H: -2.57 3.28 -4.49  0.290
H: -2.12 2.37 -3.16  -0.124
H: -3.68 4.24 -2.29  0.737
H: -4.07 2.57 -1.90  -0.283
H: -4.93 2.78 -5.77  0.393
H: -5.98 1.54 -5.19  0.468
C: 0.85 -6.24 3.06  -0.865
C: -0.04 -4.94 2.89  -0.463
C: 0.64 -3.93 2.04  0.297
S: 2.12 -4.66 1.20  0.975
O: 3.34 -4.39 1.93  -0.699
O: 2.02 -4.44 -0.23  -0.487
C: 1.60 -6.40 1.71  -0.322
H: 0.23 -7.09 3.33  0.455
H: 1.55 -6.00 3.85  0.279
H: -0.32 -4.61 3.88  0.317
H: -1.00 -5.23 2.47  0.189
H: 0.93 -3.01 2.54  0.372
H: 0.10 -3.66 1.13  -0.380
H: 2.47 -7.06 1.63  0.511
H: 0.89 -6.65 0.92  -0.116

electronic energy: -8573.5822 hartree
orbital gap: 8.542 eV



Record 2
Computed, not measured: a cluster of 10 separate species, C65H161F6N8O11P in total at a distorted geometry, with ωB97M-V/def2-TZVPD.

Last column: Mulliken charge in e.
Element x y z (Å)
C: -3.99 6.69 1.15  -1.369
C: -3.12 5.50 0.80  -0.133
N: -3.72 4.61 -0.29  0.574
C: -3.90 5.50 -1.51  -1.063
C: -2.71 3.55 -0.62  -1.531
C: -2.32 2.55 0.46  0.441
C: -5.00 3.86 0.20  -1.502
C: -5.68 2.99 -0.90  0.857
O: -5.85 3.53 -2.15  -0.384
C: -6.45 2.69 -3.09  -0.119
H: -5.04 6.58 1.42  0.362
H: -4.11 7.44 0.37  0.424
H: -3.64 7.08 2.11  0.428
H: -2.95 4.84 1.65  0.200
H: -2.13 5.80 0.47  0.374
H: -4.81 6.08 -1.38  0.470
H: -3.91 4.84 -2.37  0.368
H: -2.99 6.06 -1.72  0.294
H: -1.86 4.12 -0.99  0.896
H: -3.09 3.04 -1.51  0.141
H: -3.14 1.91 0.78  -0.104
H: -1.80 3.10 1.25  0.470
H: -1.46 1.96 0.19  -0.565
H: -5.60 4.69 0.57  0.625
H: -4.69 3.29 1.07  0.563
H: -6.66 2.83 -0.43  0.599
H: -5.31 1.95 -0.97  -0.596
H: -5.86 1.77 -3.15  -0.329
H: -6.49 3.14 -4.08  0.380
H: -7.45 2.32 -2.85  0.266
C: -6.36 -3.08 3.45  -0.873
C: -6.84 -1.71 3.06  -0.455
N: -5.72 -0.75 2.48  0.607
C: -4.50 -0.65 3.40  -0.727
C: -5.27 -1.42 1.18  -1.450
C: -4.21 -0.61 0.34  2.358
C: -6.22 0.68 2.37  -0.427
C: -7.47 0.98 1.56  -1.281
O: -7.22 0.55 0.25  0.333
C: -8.39 0.62 -0.56  -0.947
H: -7.14 -3.76 3.12  0.326
H: -6.17 -3.12 4.52  0.307
H: -5.42 -3.38 2.99  0.027
H: -7.13 -1.08 3.90  0.592
H: -7.79 -1.69 2.51  0.497
H: -4.88 -0.17 4.30  0.605
H: -3.71 -0.04 2.96  -0.311
H: -4.05 -1.59 3.73  0.499
H: -6.14 -1.42 0.53  0.399
H: -5.07 -2.49 1.22  0.297
H: -3.46 -0.10 0.94  -0.798
H: -4.77 0.10 -0.27  -0.749
H: -3.62 -1.21 -0.34  -0.637
H: -5.34 1.21 2.00  0.024
H: -6.28 1.15 3.35  0.519
H: -7.74 2.05 1.60  0.569
H: -8.45 0.63 1.89  0.603
H: -9.11 -0.18 -0.38  0.325
H: -8.03 0.48 -1.58  0.064
H: -8.96 1.55 -0.60  0.400
C: 0.16 -6.55 3.78  -1.352
C: 0.21 -7.02 2.31  -0.538
N: -0.53 -6.23 1.23  0.969
C: 0.14 -4.90 1.07  -1.522
C: -0.52 -6.95 -0.12  -0.057
C: 0.90 -7.36 -0.58  -1.320
C: -2.00 -6.05 1.65  -1.332
C: -2.81 -4.97 0.92  0.454
O: -2.97 -5.30 -0.42  -0.372
C: -3.57 -4.34 -1.27  -0.912
H: 0.94 -7.10 4.31  0.426
H: -0.84 -6.66 4.20  0.402
H: 0.27 -5.47 3.79  0.247
H: -0.13 -8.06 2.19  0.552
H: 1.20 -7.19 1.91  0.422
H: -0.29 -4.37 0.22  -0.088
H: 1.22 -5.00 1.16  0.615
H: -0.23 -4.30 1.91  0.488
H: -1.01 -6.33 -0.87  0.050
H: -1.20 -7.80 0.01  0.551
H: 1.58 -7.84 0.13  0.365
H: 1.42 -6.45 -0.89  0.245
H: 0.86 -8.09 -1.38  0.451
H: -1.95 -5.91 2.73  0.355
H: -2.55 -6.98 1.48  0.366
H: -2.27 -4.03 1.10  -0.205
H: -3.75 -4.90 1.48  0.442
H: -3.09 -3.37 -1.09  0.346
H: -4.63 -4.35 -0.97  0.413
H: -3.66 -4.59 -2.32  0.340
C: 9.15 4.85 2.02  -1.244
C: 8.69 3.65 2.81  -0.265
N: 7.63 2.73 2.13  0.464
C: 8.28 2.16 0.86  -1.010
C: 7.36 1.48 2.97  -0.105
C: 6.75 1.84 4.32  -1.265
C: 6.37 3.50 1.89  -0.946
C: 5.24 2.98 1.01  -0.599
O: 4.68 1.82 1.62  0.092
C: 3.28 1.69 1.52  -1.312
H: 9.42 4.50 1.02  0.306
H: 10.10 5.24 2.39  0.430
H: 8.43 5.67 2.00  0.396
H: 8.19 4.01 3.70  0.244
H: 9.50 3.03 3.20  0.492
H: 7.60 1.47 0.36  0.130
H: 9.31 1.88 1.05  0.406
H: 8.31 2.97 0.14  0.503
H: 8.33 1.01 3.16  0.461
H: 6.80 0.83 2.31  0.182
H: 5.71 2.16 4.24  0.234
H: 7.22 2.60 4.94  0.342
H: 6.69 0.95 4.95  0.455
H: 6.77 4.41 1.43  0.454
H: 5.94 3.84 2.82  0.296
H: 5.58 2.66 0.02  0.298
H: 4.46 3.75 0.95  0.473
H: 3.03 0.67 1.83  0.143
H: 2.84 1.79 0.52  0.387
H: 2.71 2.44 2.08  0.572
C: -0.78 1.58 3.21  0.168
C: -0.03 0.84 4.31  -0.883
N: -0.51 1.00 5.77  0.560
C: -0.60 2.50 6.00  -1.069
C: -1.92 0.44 5.82  -0.491
C: -2.51 0.46 7.23  -1.375
C: 0.53 0.44 6.74  -0.846
C: 0.77 -1.06 6.60  -0.777
O: 1.36 -1.41 5.34  -0.064
C: 1.35 -2.78 5.05  -0.835
H: -1.82 1.25 3.12  -0.033
H: -0.33 1.28 2.26  -0.310
H: -0.87 2.65 3.37  0.413
H: 1.02 1.13 4.31  0.378
H: -0.04 -0.23 4.13  0.081
H: -0.98 2.68 7.00  0.456
H: -1.30 2.92 5.29  0.436
H: 0.38 2.93 5.79  0.368
H: -2.00 -0.58 5.44  0.488
H: -2.52 1.00 5.11  0.269
H: -2.61 1.49 7.56  0.363
H: -1.75 0.03 7.88  0.330
H: -3.45 -0.08 7.37  0.427
H: 0.23 0.67 7.76  0.530
H: 1.44 0.98 6.46  0.534
H: -0.23 -1.50 6.60  0.390
H: 1.47 -1.43 7.34  0.590
H: 1.76 -3.38 5.87  0.459
H: 1.94 -2.82 4.14  0.119
H: 0.35 -3.14 4.77  0.319
C: 6.03 3.76 -6.78  -1.254
C: 4.68 4.46 -6.53  -0.466
N: 4.03 4.10 -5.17  0.579
C: 5.06 4.13 -4.05  -1.215
C: 3.04 5.26 -4.89  -0.412
C: 1.87 5.34 -5.83  -1.335
C: 3.32 2.77 -5.14  -1.137
C: 2.10 2.48 -4.21  -0.266
O: 2.40 2.85 -2.88  -0.472
C: 1.49 2.32 -1.90  0.056
H: 6.38 4.05 -7.77  0.434
H: 5.89 2.68 -6.75  0.332
H: 6.75 4.12 -6.04  0.332
H: 4.07 4.11 -7.36  0.391
H: 4.68 5.54 -6.69  0.449
H: 5.45 5.14 -4.00  0.425
H: 5.76 3.31 -4.21  0.496
H: 4.54 3.93 -3.11  0.327
H: 3.74 6.09 -4.89  0.663
H: 2.72 5.08 -3.86  0.275
H: 1.08 5.96 -5.39  0.439
H: 1.21 4.48 -5.90  0.289
H: 2.05 5.72 -6.84  0.342
H: 4.07 2.03 -4.90  0.587
H: 2.90 2.57 -6.13  0.275
H: 1.91 1.41 -4.31  0.443
H: 1.25 3.06 -4.58  0.212
H: 1.87 1.35 -1.58  -0.531
H: 0.49 2.28 -2.34  0.382
H: 1.64 2.96 -1.03  0.277
C: -0.37 -1.29 -5.45  -1.610
C: -1.15 -0.38 -4.52  -0.092
N: -2.71 -0.51 -4.63  0.762
C: -3.49 0.59 -3.90  -1.061
C: -3.26 -0.65 -6.06  -0.564
C: -2.94 0.59 -6.90  -1.340
C: -3.03 -1.90 -3.98  -0.130
C: -4.49 -2.18 -3.68  -2.131
O: -4.97 -1.42 -2.62  0.563
C: -6.25 -1.84 -2.20  -0.353
H: -0.66 -2.31 -5.19  0.351
H: 0.70 -1.14 -5.32  0.393
H: -0.65 -1.16 -6.50  0.425
H: -1.01 0.70 -4.57  0.343
H: -0.86 -0.66 -3.50  -0.051
H: -2.93 1.49 -4.16  0.645
H: -3.59 0.49 -2.82  -0.252
H: -4.45 0.67 -4.40  0.584
H: -4.30 -0.88 -5.85  0.510
H: -2.67 -1.49 -6.43  0.680
H: -3.24 0.39 -7.93  0.462
H: -1.88 0.81 -6.89  0.271
H: -3.45 1.53 -6.67  0.272
H: -2.55 -1.90 -3.00  -0.093
H: -2.51 -2.69 -4.51  0.565
H: -4.55 -3.26 -3.47  0.730
H: -5.19 -2.07 -4.52  0.628
H: -6.45 -1.37 -1.24  -0.286
H: -6.31 -2.92 -2.02  0.298
H: -7.06 -1.61 -2.90  0.334
C: 4.08 -0.97 -2.43  -1.312
C: 4.01 -1.35 -0.97  0.129
N: 4.38 -2.80 -0.63  1.210
C: 3.39 -3.77 -1.31  -1.099
C: 5.78 -3.14 -1.13  -0.549
C: 6.44 -4.44 -0.70  -1.505
C: 4.31 -3.07 0.86  -0.168
C: 5.10 -2.11 1.76  -0.104
O: 4.99 -2.53 3.09  -0.413
C: 5.24 -1.55 4.04  -0.702
H: 4.14 0.11 -2.57  0.220
H: 3.20 -1.28 -2.98  0.087
H: 4.98 -1.33 -2.93  0.543
H: 3.01 -1.26 -0.55  -0.336
H: 4.81 -0.78 -0.50  0.401
H: 3.69 -4.79 -1.10  0.502
H: 3.27 -3.63 -2.38  0.221
H: 2.45 -3.42 -0.88  0.243
H: 6.46 -2.29 -1.01  0.586
H: 5.66 -3.16 -2.21  0.449
H: 5.89 -5.31 -1.05  0.367
H: 6.64 -4.53 0.37  0.373
H: 7.40 -4.54 -1.20  0.448
H: 4.68 -4.10 0.89  0.961
H: 3.31 -3.15 1.28  -0.670
H: 4.66 -1.12 1.62  -0.273
H: 6.14 -2.08 1.42  0.313
H: 6.29 -1.24 3.92  0.400
H: 5.00 -1.88 5.05  0.422
H: 4.68 -0.64 3.78  0.161
O: 0.00 -4.34 -2.34  0.175
C: -0.32 -4.83 -3.56  0.302
O: -1.30 -4.24 -4.13  -0.679
O: 0.31 -5.78 -4.05  -0.734
H: -0.66 -3.62 -2.35  -0.279
P: -0.09 -0.82 -0.32  2.303
F: -1.17 -0.71 0.89  -0.264
F: -0.90 -2.07 -0.91  -1.148
F: -1.09 0.23 -1.06  0.061
F: 0.90 -0.94 -1.58  -0.193
F: 0.78 0.41 0.27  -0.605
F: 0.77 -1.97 0.49  -0.161

electronic energy: -4777.1221 hartree
orbital gap: 5.920 eV
total charge: +6
ΔE to the lowest compared entry with this formula, charge and spin: 0.0000 eV



Question: What is the electronic energy in the second record?
Answer: -4777.1221 hartree



Question: The highest electronic energy belongs to which entry?
Answer: C65H161F6N8O11P